1.
Computed, not measured: C4H11N2STc as an isolated structure in a non-equilibrium geometry, with wB97M-V/def2-TZVPD.

Calculated values
Lowest unoccupied orbital energy (spin up / spin down) in hartree: -0.138 / -0.176
Net charge: +1
<S²>: 3.7793
HOMO (spin up / spin down) in eV: -12.7 / -13.5
2S+1: 4
Frontier orbital gap (spin up / spin down) in eV: 8.9 / 8.7
Energy relative to the best compared isomer or geometry (same formula, charge and spin) in kJ/mol: 0.0

Geometry (Å):
C  -1.014488  0.591220  -2.238704
Tc  -0.072242  0.334849  -0.368200
N  0.896941  -1.336849  -1.207502
H  -0.029462  1.940966  -0.493578
H  1.008558  1.182739  0.476796
H  -1.461288  1.610881  -2.297762
H  -1.873218  -0.106905  -2.381810
H  -0.374607  0.472847  -3.142298
H  0.670690  -2.235559  -0.764499
H  1.928101  -1.300892  -1.201609
H  0.668319  -1.476479  -2.192537
S  0.232957  -2.344677  3.426155
C  1.661025  -1.323334  3.397882
C  1.651335  -0.488298  2.301634
N  0.521050  -0.664089  1.486632
C  -0.317599  -1.599349  1.965450
H  2.432905  -1.347095  4.158800
H  2.394981  0.265347  2.031808
H  -1.264056  -1.837522  1.486343

Atoms 1-3, force components in eV/Å:
-0.35 1.26 -0.66
-0.28 0.14 1.14
1.03 -2.18 -1.14


2.
Computed, not measured: C4H11N3 as an isolated structure, with wB97M-V/def2-TZVPD.

Calculated values
Lowest unoccupied orbital energy (spin up / spin down) in hartree: 0.034 / 0.034
HOMO (spin up / spin down) in eV: -6.6 / -6.6
Frontier orbital gap (spin up / spin down) in eV: 7.5 / 7.5
Energy relative to the best compared isomer or geometry (same formula, charge and spin) in kJ/mol: 764.5

Geometry (Å):
C  -0.536080  -0.524077  -0.235447
C  -0.547499  -1.884003  0.408760
N  1.557810  -0.400688  -0.686626
C  -0.137105  0.621350  0.408881
N  2.097876  0.563371  -1.565065
N  -2.101716  0.383855  0.429073
C  0.379411  1.663564  0.994052
H  2.158630  -0.422103  0.137338
H  -0.739021  -0.459824  -1.295651
H  1.875732  1.529987  -1.313040
H  1.736120  0.392226  -2.495047
H  -2.603973  0.053228  1.247231
H  -2.688803  0.921877  -0.200785
H  0.334939  -2.434157  0.082225
H  -0.538568  -1.801601  1.495546
H  -1.443552  -2.422410  0.102785
H  1.447398  1.849814  0.968523
H  -0.251597  2.369592  1.517247

Atoms 1-3, force components in eV/Å:
-0.07 -0.27 -0.18
0.01 0.08 0.02
-0.57 0.04 0.37


> energy relative to the best compared isomer or geometry (same formula, charge and spin) of number 2 (C4H11N3)?

764.5 kJ/mol


> Which of these has the lowest energy relative to the best compared isomer or geometry (same formula, charge and spin)?

C4H11N2STc